[1]
ORCA calculation (ωB97M-V/def2-TZVPD) on a molecular structure, C25H22AsClN3O8SW.

```
! RIJCOSX wB97M-V def2-TZVPD def2/J DEFGRID3
* xyz 1 3
W 0.187 -0.004 0.871
Cl 0.081 0.228 -6.493
C -0.148 0.311 -4.816
C -1.156 1.139 -4.301
C -1.303 1.188 -2.941
C -0.458 0.413 -2.100
O -0.634 0.507 -0.833
C 0.572 -0.452 -2.623
C 1.387 -1.231 -1.771
N 1.363 -1.183 -0.412
C 2.082 -2.178 0.283
C 2.476 -3.402 -0.197
C 3.219 -4.279 0.624
C 3.568 -3.949 1.903
C 3.153 -2.706 2.435
C 3.451 -2.231 3.731
C 2.995 -1.005 4.138
C 2.175 -0.256 3.283
N 1.885 -0.681 2.070
C 2.395 -1.856 1.621
C 0.707 -0.472 -3.997
H -1.788 1.709 -4.965
H -2.045 1.798 -2.441
H 2.128 -1.873 -2.228
H 2.206 -3.718 -1.194
H 3.516 -5.237 0.219
H 4.148 -4.626 2.515
H 4.044 -2.844 4.398
H 3.224 -0.619 5.120
H 1.723 0.677 3.593
H 1.461 -1.085 -4.472
O -1.956 1.788 2.973
As -2.292 0.950 1.448
O -3.137 1.881 0.414
O 0.719 1.542 1.232
C -3.445 -0.488 2.091
C -4.797 -0.226 2.226
C -5.644 -1.213 2.722
C -5.150 -2.458 3.080
C -3.800 -2.744 2.933
C -2.972 -1.751 2.437
S -1.288 -2.103 2.148
O -0.902 -3.307 2.793
O -0.516 -0.874 2.655
O -1.031 -1.996 0.690
H -2.219 2.714 2.881
H -5.180 0.744 1.935
H -6.700 -1.004 2.830
H -5.818 -3.214 3.470
H -3.393 -3.710 3.196
C 1.072 5.608 -3.662
N 0.968 4.446 -2.806
C 1.926 3.380 -3.002
C -0.016 4.323 -1.890
O -0.191 3.356 -1.171
H 2.051 6.077 -3.554
H 0.309 6.334 -3.389
H 0.933 5.336 -4.711
H 2.933 3.795 -3.067
H 1.720 2.828 -3.925
H 1.872 2.699 -2.155
H -0.670 5.208 -1.846
*
```

Summary:
* E_HOMO (alpha / beta): -9.377 / -11.128 eV
* ⟨S²⟩: 2.0224
* orbital gap (alpha / beta): 5.64 / 4.94 eV
* DFT total energy: -4893.121819 Ha

[2]
ORCA calculation (ωB97M-V/def2-TZVPD) on a molecular structure, C25H22Br6F3N at a distorted geometry.

```
! RIJCOSX wB97M-V def2-TZVPD def2/J DEFGRID3
* xyz 0 1
F -4.243 -6.838 20.834
C -3.637 -6.451 19.699
C -3.768 -5.128 19.183
C -3.038 -4.836 18.065
C -2.216 -5.762 17.444
C -2.140 -7.048 17.946
C -2.773 -7.339 19.159
H -4.513 -4.451 19.719
H -3.111 -3.853 17.661
H -1.736 -5.528 16.543
H -1.511 -7.858 17.584
H -2.765 -8.293 19.751
F -6.537 -3.445 17.564
C -6.074 -2.520 16.662
C -5.156 -2.911 15.725
C -4.654 -1.951 14.847
C -5.153 -0.687 14.856
C -6.148 -0.279 15.811
C -6.596 -1.241 16.740
H -4.902 -3.968 15.716
H -3.917 -2.189 14.088
H -4.874 -0.022 14.113
H -6.502 0.720 15.704
H -7.250 -1.009 17.534
F -6.826 -7.961 22.263
C -7.161 -7.065 21.343
C -7.418 -7.493 20.063
C -7.848 -6.499 19.159
C -7.940 -5.160 19.490
C -7.695 -4.777 20.796
C -7.269 -5.752 21.689
H -7.090 -8.482 19.637
H -8.232 -6.750 18.145
H -8.242 -4.538 18.655
H -7.788 -3.757 21.118
H -7.018 -5.534 22.709
C -6.403 -2.258 9.807
Br -5.398 -0.832 10.543
Br -5.192 -3.449 8.837
Br -7.907 -1.877 8.676
H -6.806 -2.842 10.644
C -6.891 -6.154 14.260
Br -6.494 -6.915 12.418
Br -5.678 -6.630 15.631
Br -8.676 -6.693 14.685
H -6.848 -5.094 14.059
N -7.957 -3.214 14.144
C -7.820 -2.315 13.209
C -8.711 -1.295 12.990
C -9.886 -1.202 13.720
C -10.121 -2.220 14.677
C -9.102 -3.135 14.911
H -6.867 -2.263 12.767
H -8.448 -0.582 12.215
H -10.712 -0.524 13.497
H -11.034 -2.200 15.261
H -9.170 -3.987 15.535
*
```

Summary:
* E_HOMO: -9.021 eV
* orbital gap: 8.82 eV
* DFT total energy: -16764.203642 Ha

[3]
ORCA calculation (ωB97M-V/def2-TZVPD) on 7 unconnected molecules or ions with the total composition C25H22Cl18IN3O2 at a distorted geometry.

```
! RIJCOSX wB97M-V def2-TZVPD def2/J DEFGRID3
* xyz 0 1
N -1.414 1.822 4.515
C -0.225 2.240 5.100
O -0.016 2.056 6.278
C 0.745 2.979 4.212
C 2.112 2.271 4.047
C 2.104 0.819 4.464
C 2.776 0.386 5.567
C 2.734 -0.980 5.912
C 2.009 -1.876 5.193
C 1.309 -1.463 4.045
N 0.585 -2.383 3.346
C -0.025 -1.906 2.295
C -0.901 -2.835 1.531
C -2.266 -2.625 1.656
C -3.181 -3.422 0.999
C -2.710 -4.442 0.186
C -1.353 -4.662 0.084
C -0.434 -3.876 0.753
C 0.095 -0.560 1.868
C -0.510 -0.061 0.584
C -0.561 1.448 0.641
O -1.419 2.011 1.224
I 1.006 2.500 -0.398
N 0.774 0.319 2.548
C 1.385 -0.118 3.680
H -1.283 1.694 3.519
H -1.729 0.954 4.926
H 0.273 3.147 3.249
H 0.894 3.951 4.668
H 2.417 2.299 3.011
H 2.816 2.771 4.699
H 3.341 1.074 6.171
H 3.277 -1.279 6.792
H 1.991 -2.902 5.519
H -2.612 -1.827 2.297
H -4.226 -3.208 1.135
H -3.413 -5.058 -0.331
H -1.028 -5.485 -0.532
H 0.621 -4.070 0.671
H 0.177 -0.351 -0.207
H -1.520 -0.400 0.403
Cl -7.454 -3.581 -2.463
C -5.810 -3.175 -2.958
Cl -4.658 -3.583 -1.675
Cl -5.395 -3.992 -4.465
H -5.772 -2.106 -3.128
Cl 1.183 5.008 -5.847
C 1.268 3.727 -4.637
Cl 0.721 2.189 -5.310
Cl 2.919 3.507 -4.068
H 0.637 4.006 -3.803
Cl 5.095 5.864 -4.779
C 6.585 5.735 -3.848
Cl 7.235 4.096 -3.939
Cl 7.779 6.913 -4.394
H 6.354 5.946 -2.813
Cl -8.664 0.689 -5.969
C -8.082 -0.607 -4.928
Cl -8.781 -2.153 -5.399
Cl -6.313 -0.682 -4.967
H -8.387 -0.391 -3.913
Cl 4.553 2.158 -0.467
C 5.335 0.854 0.434
Cl 7.033 1.229 0.726
Cl 4.501 0.523 1.948
H 5.289 -0.040 -0.172
Cl 1.407 -3.215 -6.729
C -0.048 -2.275 -7.058
Cl 0.022 -0.711 -6.237
Cl -0.275 -2.064 -8.793
H -0.894 -2.822 -6.670
*
```

Summary:
* E_HOMO: -9.113 eV
* SMILES: NC(=O)CCc1cccc2nc(-c3ccccc3)c(CC(=O)I)nc12.ClC(Cl)Cl.ClC(Cl)Cl.ClC(Cl)Cl.ClC(Cl)Cl.ClC(Cl)Cl.ClC(Cl)Cl
* orbital gap: 8.55 eV
* DFT total energy: -9861.750000 Ha

[4]
ORCA calculation (ωB97M-V/def2-TZVPD) on a molecular structure, C25H22Cl3IrO6S3.

```
! RIJCOSX wB97M-V def2-TZVPD def2/J DEFGRID3
* xyz 1 2
Ir 0.041 1.046 -0.195
O 0.741 1.729 1.698
S 1.597 1.344 2.898
C 0.527 0.518 4.101
C -0.156 -0.767 3.668
C -1.509 -0.533 3.000
C -1.992 -1.759 2.251
S -1.066 -2.052 0.690
O -0.078 -0.835 0.628
C -2.358 -1.871 -0.486
C -3.292 -0.845 -0.398
C -4.236 -0.718 -1.396
C -4.250 -1.626 -2.450
C -3.323 -2.653 -2.520
C -2.355 -2.777 -1.536
C 2.693 0.016 2.424
C 3.231 -0.823 3.394
C 4.148 -1.791 3.016
C 4.530 -1.914 1.687
C 4.009 -1.053 0.733
C 3.094 -0.077 1.101
H -0.187 1.301 4.367
H 1.172 0.376 4.969
H -0.301 -1.394 4.551
H 0.510 -1.324 3.006
H -1.472 0.332 2.336
H -2.259 -0.293 3.757
H -3.042 -1.691 1.982
H -1.841 -2.668 2.835
H -3.284 -0.140 0.426
H -4.944 0.097 -1.358
H -4.993 -1.524 -3.230
H -3.341 -3.350 -3.346
H -1.598 -3.547 -1.596
H 2.953 -0.734 4.435
H 4.567 -2.449 3.765
H 5.244 -2.673 1.398
H 4.315 -1.135 -0.301
H 2.711 0.613 0.362
O 0.115 -1.531 -2.975
C 0.209 -0.368 -2.667
O -0.645 0.207 -1.835
C 1.231 0.514 -3.339
C 1.666 0.100 -4.588
C 2.570 0.858 -5.321
C 3.071 2.047 -4.802
C 2.665 2.474 -3.556
C 1.740 1.720 -2.815
S 1.342 2.421 -1.285
H 1.280 -0.832 -4.975
H 2.887 0.518 -6.297
H 3.778 2.637 -5.370
H 3.054 3.394 -3.137
Cl -4.022 4.732 -0.464
C -3.056 3.743 0.616
Cl -4.109 2.686 1.600
Cl -2.107 4.764 1.692
C -2.199 2.754 -0.232
O -2.722 2.082 -1.078
O -0.957 2.724 0.161
*
```

Summary:
* E_HOMO (alpha / beta): -11.518 / -11.930 eV
* ⟨S²⟩: 0.7694
* orbital gap (alpha / beta): 7.48 / 6.39 eV
* DFT total energy: -4096.490171 Ha